(1)
Density functional theory data (ωB97M-V with the def2-TZVPD basis set) for the ion C6H12NOS with charge -1.

Computed properties:
Strongest force on any atom in eV/Å: 5.615
Charge: -1
Structure (SMILES): C[C@@H]1SCC(C)(C)N1[O-]
HOMO energy (spin up / spin down) in Ha: -0.048 / -0.048

The geometry in XYZ format:
```
21
Properties=species:S:1:pos:R:3:forces:R:3
C -0.901747 -1.050704 0.953284 -0.370 -1.908 -0.824
C 1.058744 0.551753 1.514398 -1.823 1.935 0.210
C -0.758200 -0.055098 -0.217303 -0.834 -0.165 1.090
C 2.425099 0.979493 0.962772 -0.031 -1.234 2.889
C 0.148448 -0.507017 -1.314202 0.942 0.636 -1.359
C -2.164025 0.230046 -0.729141 2.069 5.183 0.625
N -0.145733 1.157208 0.293568 3.619 0.289 0.638
O -0.914570 2.021351 0.847839 -1.754 0.965 1.256
S 0.712260 -1.207087 1.779977 -0.153 0.439 -0.242
H -1.790003 -0.781248 1.564940 0.937 0.114 0.071
H -1.103563 -2.094181 0.565500 -0.037 0.828 0.300
H 0.745139 1.088453 2.506307 0.552 -0.552 -2.078
H 3.207480 0.613703 1.698070 -0.432 1.210 -0.270
H 2.476289 2.029205 0.681458 -0.002 -0.116 0.217
H 2.673186 0.329638 0.192915 0.130 -0.847 -2.203
H 0.769461 -1.276937 -1.020739 1.702 -1.676 1.418
H 0.894932 0.279412 -1.662731 -1.524 -0.640 0.221
H -0.326910 -1.052761 -2.114605 -0.739 0.504 -0.818
H -2.041312 1.186234 -1.428930 -0.576 -1.703 1.624
H -2.835142 0.427668 0.108757 -0.072 0.108 -0.441
H -2.406884 -0.510361 -1.345012 -1.602 -3.371 -2.325
```
Positions in Å, forces in eV/Å.

Löwdin atomic charge list, values in e, 8 entries:
1 C -0.45
2 C -0.55
3 C -0.67
4 C -0.16
5 C -0.08
6 C -0.06
7 N -0.28
8 O -0.31

(2)
Density functional theory data (ωB97M-V with the def2-TZVPD basis set) for a cluster of 2 separate species, C6H12NOS2 in total.

Computed properties:
Strongest force on any atom in eV/Å: 5.344
Charge: +1
HOMO energy in Ha: -0.483

The geometry in XYZ format:
```
22
Properties=species:S:1:pos:R:3:forces:R:3
C -2.970849 0.115401 -0.436035 3.855 0.393 0.658
C -1.992400 -1.026939 -0.180430 -1.586 -2.843 1.990
C -1.768216 1.035838 -0.085002 -1.901 2.352 -0.275
C -0.681575 -0.338959 1.859232 0.519 0.845 -1.548
C 2.825937 0.920384 -0.971815 -2.360 -0.004 -1.940
C 0.437540 -0.208474 -0.251255 -1.527 0.652 -5.080
N -0.935466 -0.139538 0.362865 0.416 1.280 2.172
O -4.063908 0.299572 -0.780304 -1.677 -0.082 -0.377
S 0.888732 -1.857546 -0.625677 0.318 -0.287 -0.558
S 1.516823 1.057467 0.296051 0.174 1.034 0.396
H -2.263132 -1.898290 0.526796 0.500 1.266 -1.365
H -1.612931 -1.327347 -1.105730 0.193 -1.106 -1.585
H -1.264774 1.531556 -0.882575 0.392 -0.129 -1.122
H -2.147473 1.938829 0.440691 0.912 -0.915 1.282
H -0.134453 0.467982 2.256885 0.551 1.296 0.129
H -1.550571 -0.416429 2.393164 -2.501 -0.255 0.986
H -0.082471 -1.182061 2.035023 0.592 -1.437 -0.228
H 2.906431 1.668491 -1.861605 -0.741 -1.232 1.852
H 2.519275 -0.092469 -1.246155 0.857 0.183 -1.052
H 3.719789 0.819973 -0.478137 2.156 0.061 1.186
H 0.123503 0.133015 -1.965357 0.364 -0.638 3.547
H 1.337460 -2.145768 0.570479 0.491 -0.435 0.932
```
Positions in Å, forces in eV/Å.

Löwdin atomic charge list, values in e, 8 entries:
1 C -0.32
2 C -0.04
3 C -0.01
4 C 0.03
5 C -0.33
6 C -1.00
7 N -0.30
8 O 0.22

(3)
Density functional theory data (ωB97M-V with the def2-TZVPD basis set) for a cluster of 2 separate species, C6H12NPS3 in total.

Computed properties:
Strongest force on any atom in eV/Å: 4.749
Charge: 0
HOMO energy (spin up / spin down) in Ha: -0.288 / -0.288

The geometry in XYZ format:
```
23
Properties=species:S:1:pos:R:3:forces:R:3
C -2.624505 -0.085010 -0.427884 0.263 0.295 -0.476
C -5.021593 -0.226773 0.101105 1.791 -0.228 -2.551
C 0.641131 2.128658 1.277970 -3.609 -2.135 -2.229
C 2.137329 -1.989349 -1.113665 -1.695 -0.302 -0.468
C 1.398598 1.433895 0.157655 -2.152 -2.750 1.717
C 0.571351 -1.975491 -1.247180 0.933 3.673 0.074
N -1.406568 -0.049796 -0.791084 -0.444 0.240 0.070
P -0.116978 -0.760500 0.078254 -0.352 0.185 -0.322
S -0.863674 -1.477127 1.790248 1.278 0.301 -0.650
S -4.038435 0.690152 -1.176111 0.337 0.211 -0.456
S -3.520981 -0.874405 0.832358 0.118 -1.045 1.757
H -5.505010 0.530553 0.665609 -1.054 -0.078 0.610
H -5.504156 -1.030744 -0.487493 -0.612 0.731 1.003
H 0.357276 1.405968 2.117069 -0.002 0.925 -1.146
H 1.249991 2.805552 1.668604 2.749 3.085 2.052
H -0.286215 2.783320 0.845410 2.009 -2.075 1.092
H 2.459573 -1.583496 -0.150998 0.168 -0.239 -0.209
H 2.402549 -3.043594 -1.239622 0.692 0.468 0.010
H 2.429772 -1.342205 -1.942391 0.880 -0.343 0.293
H 2.409804 1.038868 0.214702 -0.175 0.265 0.387
H 1.027920 1.595317 -0.793872 -0.317 0.579 -1.938
H 0.162312 -2.927609 -1.422336 -0.937 -1.156 0.620
H 0.317100 -1.366505 -2.160491 0.132 -0.609 0.759
```
Positions in Å, forces in eV/Å.

Löwdin atomic charge list, values in e, 8 entries:
1 C -1.05
2 C -0.70
3 C -0.18
4 C -0.16
5 C -0.05
6 C -0.36
7 N -0.24
8 P 0.47

(4)
Density functional theory data (ωB97M-V with the def2-TZVPD basis set) for a cluster of 2 separate species, C6H12O in total.

Computed properties:
Spin multiplicity: 2
Expectation value of S²: 0.75
Strongest force on any atom in eV/Å: 1.218
Charge: -1
HOMO energy (spin up / spin down) in Ha: 0.048 / -0.154

The geometry in XYZ format:
```
19
Properties=species:S:1:pos:R:3:forces:R:3
C -2.602171 -1.053013 0.277528 0.123 -0.877 -0.181
C -1.598826 -0.279575 -0.535814 -0.567 0.858 0.423
C -0.300476 -0.218325 -0.185396 0.447 0.282 -0.299
C 0.414201 -0.777222 1.007706 -0.291 0.030 0.101
C -1.846554 1.973136 -1.567398 0.122 1.049 0.006
C -2.140474 0.649637 -1.553631 0.781 -0.891 0.285
H -2.222950 -2.023607 0.637372 0.149 0.048 -0.076
H -3.504190 -1.262414 -0.302849 -0.110 0.135 -0.016
H -2.887162 -0.509003 1.174439 -0.179 0.221 0.033
H 0.312177 0.395565 -0.835942 0.088 0.107 0.010
H 1.267860 -0.143145 1.271589 0.254 -0.078 -0.241
H 0.770844 -1.791416 0.814031 0.102 0.034 0.318
H -0.194618 -0.768655 1.919804 -0.261 -0.317 -0.102
H -1.458559 2.507435 -0.705751 0.096 -0.395 0.197
H -2.136528 2.673575 -2.338866 -0.132 -0.292 -0.446
H -2.492881 0.171439 -2.462305 -0.624 0.080 -0.009
H 6.929700 0.365925 1.898006 0.069 -0.139 -0.126
H 7.122731 -0.257511 0.482374 -0.249 0.294 0.440
O 6.567876 0.347173 1.005102 0.182 -0.148 -0.316
```
Positions in Å, forces in eV/Å.

Löwdin atomic charge list, values in e, 8 entries:
1 C -0.13
2 C -0.38
3 C -0.22
4 C -0.18
5 C -0.14
6 C -0.27
7 H 0.05
8 H 0.04

(5)
Density functional theory data (ωB97M-V with the def2-TZVPD basis set) for a cluster of 2 separate species, C6H12O in total.

Computed properties:
Strongest force on any atom in eV/Å: 1.437
Charge: 0
Structure (SMILES): C=CC(=C)CC.O
HOMO energy in Ha: -0.341

The geometry in XYZ format:
```
19
Properties=species:S:1:pos:R:3:forces:R:3
C 2.436352 0.233755 -0.996704 0.535 -0.090 -0.388
C 1.628643 -0.831553 -0.255899 -0.363 -0.027 -0.073
C 0.159281 -0.499480 -0.160838 -0.272 0.855 0.086
C -0.772779 -1.146899 -0.863598 1.290 -0.072 0.629
C -0.806753 0.797225 1.728295 0.071 0.266 0.985
C -0.133248 0.742256 0.602273 0.979 -0.664 -0.606
H 1.979095 0.502589 -1.950796 0.056 -0.339 -0.120
H 2.635064 1.195989 -0.526560 -0.310 -0.148 0.628
H 3.423199 -0.205788 -1.156108 0.030 0.177 -0.358
H 1.693435 -1.768318 -0.813480 0.187 0.016 -0.040
H 2.087055 -1.020787 0.716896 -0.168 0.088 0.142
H -1.798214 -0.823550 -0.905970 -0.161 -0.258 -0.096
H -0.360411 -2.024283 -1.349007 -0.739 -0.136 -0.435
H -0.886258 1.741820 2.249613 -0.086 0.001 0.146
H -1.093926 -0.097941 2.259426 -0.557 -0.101 -0.185
H 0.456456 1.597148 0.296498 -0.393 0.401 -0.291
H -2.788079 0.631411 0.606673 -0.156 0.043 -0.019
H -4.317051 0.751235 0.362737 0.023 0.123 0.080
O -3.541866 0.225171 0.156550 0.033 -0.135 -0.084
```
Positions in Å, forces in eV/Å.

Löwdin atomic charge list, values in e, 8 entries:
1 C -0.11
2 C -0.22
3 C -0.34
4 C 0.08
5 C -0.01
6 C -0.15
7 H 0.08
8 H 0.06

(6)
Density functional theory data (ωB97M-V with the def2-TZVPD basis set) for a structure of composition C6H12O.

Computed properties:
Strongest force on any atom in eV/Å: 0.404
Charge: 0
HOMO energy in Ha: -0.271

The geometry in XYZ format:
```
19
Properties=species:S:1:pos:R:3:forces:R:3
C -1.314684 -1.615192 -2.097216 -0.070 -0.159 -0.164
C 0.823739 -0.498288 -0.950851 -0.038 0.306 0.261
O -0.967829 -0.398928 -1.416256 0.021 0.050 0.216
C 0.661320 -0.573009 0.522708 -0.026 -0.301 -0.112
C 1.683384 0.171978 1.355631 0.179 0.073 0.075
C 0.249015 0.570143 1.463968 -0.076 0.091 0.063
C -0.222849 1.914000 0.955957 0.006 0.029 -0.059
H -0.571507 -2.375230 -1.847051 -0.165 0.046 -0.023
H -1.266729 -1.401839 -3.166610 -0.033 -0.068 0.173
H -2.328232 -1.925061 -1.819195 0.183 0.074 -0.098
H 1.013396 0.555446 -1.221533 -0.035 -0.168 0.052
H -1.399983 -0.378260 -0.549165 0.089 0.013 -0.135
H 0.426353 -1.564261 0.918232 0.060 0.156 -0.057
H 2.357073 0.842071 0.825738 -0.153 -0.084 0.030
H 2.150276 -0.364925 2.176404 -0.090 0.080 -0.143
H -0.252801 0.236034 2.372161 0.086 0.023 -0.156
H 0.219725 2.151433 -0.016629 -0.054 -0.036 0.154
H 0.054377 2.713877 1.652106 -0.037 -0.121 -0.093
H -1.314045 1.940012 0.841602 0.153 -0.005 0.015
```
Positions in Å, forces in eV/Å.

Löwdin atomic charge list, values in e, 8 entries:
1 C -0.09
2 C 0.04
3 O -0.17
4 C -0.37
5 C -0.09
6 C -0.31
7 C -0.08
8 H 0.08

(7)
Density functional theory data (ωB97M-V with the def2-TZVPD basis set) for a structure of composition C6H12O.

Computed properties:
Strongest force on any atom in eV/Å: 0.329
Charge: 0
HOMO energy (spin up / spin down) in Ha: -0.291 / -0.290

The geometry in XYZ format:
```
19
Properties=species:S:1:pos:R:3:forces:R:3
C 2.227279 0.648462 0.294334 -0.120 -0.069 0.006
C 1.228984 0.854303 -0.807342 0.224 0.228 -0.077
O 0.474501 -1.465484 -0.441881 -0.018 -0.116 -0.011
C -0.351129 -1.640811 0.565089 -0.142 -0.124 0.175
C -1.482500 -0.474849 0.645681 0.015 0.043 0.127
C -2.015129 -0.060145 -0.701201 -0.063 -0.005 -0.199
C -1.142637 0.809763 0.114093 -0.086 0.071 0.090
H 3.214581 0.962454 -0.073669 -0.155 -0.024 0.022
H 2.002211 1.246956 1.185124 0.018 -0.093 -0.198
H 2.261036 -0.412698 0.542628 0.035 0.145 0.015
H 1.295563 0.175387 -1.649366 -0.041 0.059 0.183
H 1.091061 1.897946 -1.106407 -0.064 -0.122 0.068
H -0.976120 -2.559828 0.524027 0.113 0.121 -0.042
H 0.114452 -1.598483 1.579011 -0.025 0.021 -0.129
H -2.096087 -0.540645 1.540784 0.131 0.038 -0.135
H -1.519650 -0.591567 -1.516891 -0.083 0.053 0.107
H -3.052466 0.231458 -0.857853 0.252 -0.013 0.018
H 0.034204 0.709047 -0.334415 -0.085 -0.082 0.037
H -1.308150 1.808740 0.498256 0.092 -0.132 -0.057
```
Positions in Å, forces in eV/Å.

Löwdin atomic charge list, values in e, 8 entries:
1 C -0.11
2 C -0.05
3 O -0.23
4 C -0.38
5 C -0.22
6 C -0.08
7 C -0.10
8 H 0.09

(8)
Density functional theory data (ωB97M-V with the def2-TZVPD basis set) for an isolated molecule of C6H12O.

Computed properties:
Strongest force on any atom in eV/Å: 2.371
Charge: 0
HOMO energy (spin up / spin down) in Ha: -0.301 / -0.301

The geometry in XYZ format:
```
19
Properties=species:S:1:pos:R:3:forces:R:3
C -1.969098 1.022199 -1.780004 -0.199 0.125 -0.096
C -1.203422 0.514681 -0.572361 -0.571 0.869 -0.216
O -1.701291 -0.626608 -0.007773 0.289 -0.142 -0.394
C 0.072518 -0.083002 -0.897930 -0.216 0.438 -0.965
C 1.288726 0.188978 -0.184811 -0.668 0.118 -0.291
C 0.964294 -0.982493 0.749531 -1.687 -1.556 0.592
C 1.261783 -0.581781 2.126748 0.633 -0.025 1.217
H -1.494537 1.901322 -2.229067 -0.082 -0.038 0.032
H -2.978512 1.277817 -1.455454 -0.005 0.067 -0.019
H -2.055122 0.233349 -2.527299 0.032 -0.040 -0.014
H -1.051595 1.356430 0.135590 -0.094 -0.113 -0.017
H -0.179078 -1.256976 0.776588 2.070 0.614 -0.389
H 0.096312 -0.857378 -1.654862 -0.246 0.005 -0.058
H 1.266441 1.115697 0.378458 -0.068 0.159 -0.083
H 2.217703 0.085559 -0.716664 0.262 -0.303 -0.241
H 1.458510 -1.883527 0.419061 0.401 -0.195 -0.050
H 0.696974 0.287893 2.419685 -0.496 0.226 0.147
H 2.294086 -0.301567 2.253335 0.638 -0.047 0.194
H 1.015308 -1.410594 2.767229 0.007 -0.164 0.651
```
Positions in Å, forces in eV/Å.

Löwdin atomic charge list, values in e, 8 entries:
1 C -0.04
2 C -0.60
3 O -0.15
4 C 0.02
5 C -0.14
6 C -0.27
7 C -0.11
8 H 0.08

(9)
Density functional theory data (ωB97M-V with the def2-TZVPD basis set) for a cluster of 2 separate species, C6H12O in total.

Computed properties:
Strongest force on any atom in eV/Å: 1.763
Charge: 0
Structure (SMILES): C=C/C=C/CC.O
HOMO energy in Ha: -0.321

The geometry in XYZ format:
```
19
Properties=species:S:1:pos:R:3:forces:R:3
C 1.325093 -2.006394 0.663952 0.386 -0.832 1.506
C 0.282844 -2.067621 -0.426933 0.022 0.976 -0.597
C -1.605425 1.942101 1.525536 -1.163 0.419 -0.014
C -1.552058 1.269044 0.385137 0.390 -0.397 -0.504
C -1.157532 -0.135792 0.344482 1.007 -0.382 1.012
C -0.442985 -0.745081 -0.600984 -0.971 -0.136 -0.430
H 1.011767 -1.554179 1.607668 -0.480 0.250 -0.237
H 2.225351 -1.479503 0.399759 0.268 0.364 -0.479
H 1.663219 -2.990600 1.016614 -0.103 -0.079 -0.500
H -0.432003 -2.872119 -0.304472 -0.098 -0.239 0.222
H 0.795287 -2.230249 -1.374855 -0.004 -0.372 -0.015
H -1.839568 2.999728 1.561978 0.188 -0.003 -0.147
H -1.658506 1.437117 2.475272 0.424 -0.225 0.200
H -1.608144 1.754131 -0.580609 -0.065 0.319 -0.015
H -1.155161 -0.631650 1.320228 -0.156 0.110 -0.047
H -0.480833 -0.339566 -1.609886 0.360 0.233 0.033
H 2.207236 2.167570 -1.972321 -0.111 0.363 0.035
H 0.794273 2.543914 -2.364244 0.199 0.251 0.110
O 1.627144 2.939148 -2.066317 -0.094 -0.618 -0.131
```
Positions in Å, forces in eV/Å.

Löwdin atomic charge list, values in e, 8 entries:
1 C -0.12
2 C -0.25
3 C 0.00
4 C -0.19
5 C -0.14
6 C -0.12
7 H 0.07
8 H 0.07

(10)
Density functional theory data (ωB97M-V with the def2-TZVPD basis set) for a cluster of 2 separate species, C6H12O in total.

Computed properties:
Strongest force on any atom in eV/Å: 0.397
Charge: 0
Structure (SMILES): C=C(C)O.C=CC
HOMO energy in Ha: -0.322

The geometry in XYZ format:
```
19
Properties=species:S:1:pos:R:3:forces:R:3
C -1.494435 -0.340628 1.499300 -0.048 -0.012 -0.025
C -0.042615 0.021543 1.636080 -0.123 0.344 0.155
O 0.843600 -0.996206 1.401450 -0.059 -0.072 -0.113
C -0.287744 -1.215780 -1.775120 0.140 0.100 -0.051
C 0.816465 -0.470782 -1.751605 -0.163 -0.126 -0.067
C 0.843550 1.028764 -1.788875 -0.029 0.029 0.015
C 0.407750 1.212232 2.026580 -0.027 -0.135 -0.004
H -1.694700 -0.782806 0.515955 0.051 0.068 0.142
H -2.134717 0.536813 1.614842 0.122 -0.101 0.009
H -1.775277 -1.082570 2.255649 0.069 0.084 -0.086
H 0.490796 -1.539878 0.682994 0.073 0.045 0.103
H -0.248372 -2.302712 -1.777044 0.028 0.148 -0.018
H -1.276139 -0.759952 -1.815092 0.160 -0.048 -0.006
H 1.787589 -0.966445 -1.721647 -0.143 0.043 -0.007
H 1.217332 1.377190 -2.760108 -0.025 -0.052 0.147
H -0.153778 1.451680 -1.632651 0.130 -0.078 -0.039
H 1.509666 1.429678 -1.017837 -0.105 -0.080 -0.093
H -0.282305 2.006367 2.287223 0.079 -0.132 -0.047
H 1.473335 1.393491 2.119907 -0.130 -0.022 -0.016
```
Positions in Å, forces in eV/Å.

Löwdin atomic charge list, values in e, 8 entries:
1 C -0.04
2 C -0.48
3 O 0.01
4 C -0.04
5 C -0.24
6 C -0.11
7 C 0.04
8 H 0.06